Entry P
C3H3HgO4 | wB97M-V/def2-TZVPD

Properties
gap between HOMO and LUMO (spin up / spin down)	5.8479 / 6.6913	eV

Geometry as ORCA input:
```
! wB97M-V def2-TZVPD RIJCOSX def2/J DEFGRID3
* xyz 0 2
O -1.987 -0.461 -0.640
C -1.580 0.669 -0.428
C -1.003 1.002 0.924
O -0.855 0.116 1.752
Hg -0.825 -1.984 0.697
H -1.639 1.473 -1.183
H -0.664 2.036 1.106
C 1.418 -0.916 -0.258
O 1.260 0.244 -0.669
O 2.662 -1.413 -0.410
H 3.213 -0.768 -0.891
*
```

Entry Q
C3H3HgO4 | wB97M-V/def2-TZVPD

Properties
gap between HOMO and LUMO (spin up / spin down)	8.1943 / 8.2086	eV

Geometry as ORCA input:
```
! wB97M-V def2-TZVPD RIJCOSX def2/J DEFGRID3
* xyz 0 2
O 0.686 2.102 -1.353
C -0.425 1.906 -1.823
C -1.161 0.620 -1.594
O -0.443 -0.278 -0.859
Hg 1.556 0.294 -0.252
H -0.926 2.695 -2.419
H -1.442 0.262 -2.614
H -2.130 0.917 -1.125
O 0.607 -0.564 1.833
C -0.544 -0.813 1.709
O -1.648 -0.894 2.080
*
```

Preferred: entry Q; penalty for the next structure: 129.7 kJ/mol.

Entry P
C11H15NO | wB97M-V/def2-TZVPD

Properties
gap between HOMO and LUMO	9.7832	eV
SMILES string	CC(C)(C)[C@@]1(c2ccccc2)NO1

Geometry as ORCA input:
```
! wB97M-V def2-TZVPD RIJCOSX def2/J DEFGRID3
* xyz 0 1
C 2.917 0.547 -0.208
C 1.605 -0.184 -0.159
C 1.068 -0.902 -1.394
C 1.737 -1.257 0.983
C 0.363 1.090 0.285
C -1.018 0.538 0.178
C -1.643 -0.149 1.269
C -2.851 -0.852 0.981
C -3.565 -0.523 -0.162
C -3.047 0.392 -1.073
C -1.717 0.666 -1.059
N 0.783 2.057 1.199
O 0.647 2.369 -0.190
H 3.791 -0.267 -0.085
H 3.058 1.368 0.416
H 2.949 1.073 -1.159
H 0.056 -1.224 -1.387
H 1.280 -0.177 -2.156
H 1.587 -1.734 -1.650
H 2.578 -1.747 0.653
H 0.891 -2.031 0.896
H 1.949 -0.712 1.992
H -1.136 -0.269 2.302
H -3.076 -1.471 1.798
H -4.466 -0.856 -0.455
H -3.624 0.668 -1.839
H -1.278 1.188 -1.849
H 0.163 2.398 1.874
*
```

Entry Q
C11H15NO | wB97M-V/def2-TZVPD

Properties
gap between HOMO and LUMO	8.6240	eV
SMILES string	Cc1c[nH]c2ccccc12.CCO

Geometry as ORCA input:
```
! wB97M-V def2-TZVPD RIJCOSX def2/J DEFGRID3
* xyz 0 1
C 2.859 -0.294 -0.870
C 1.522 0.110 -1.370
C 1.277 0.787 -2.588
N -0.089 0.839 -2.867
C -0.783 0.282 -1.823
C -2.107 -0.148 -1.800
C -2.461 -1.028 -0.789
C -1.508 -1.773 -0.061
C -0.125 -1.445 -0.161
C 0.199 -0.339 -0.920
H 3.427 -0.842 -1.613
H 2.639 -0.944 -0.018
H 3.559 0.508 -0.601
H 2.087 1.313 -3.146
H -0.344 1.527 -3.581
H -2.776 0.166 -2.602
H -3.485 -1.265 -0.764
H -1.760 -2.581 0.622
H 0.473 -2.165 0.379
C -1.022 1.305 2.430
C 0.461 0.866 2.827
O 0.323 -0.253 3.685
H -1.148 0.552 1.637
H -1.090 2.293 1.924
H -1.713 1.168 3.236
H 1.051 0.699 1.937
H 0.881 1.597 3.526
H -0.347 -0.935 3.370
*
```

Preferred: entry Q; penalty for the next structure: 362.2 kJ/mol.

Entry P
C8H32O8 | wB97M-V/def2-TZVPD

Properties
gap between HOMO and LUMO	9.6228	eV
SMILES string	CO.CO.CO.CO.CO.CO.CO.CO

Geometry as ORCA input:
```
! wB97M-V def2-TZVPD RIJCOSX def2/J DEFGRID3
* xyz 0 1
C -35.297 -40.945 4.931
O -36.282 -40.183 4.185
H -35.734 -41.607 5.697
H -34.955 -40.112 5.452
H -34.634 -41.638 4.299
H -37.211 -40.591 4.390
C -33.354 -39.648 3.420
O -33.417 -40.340 4.660
H -33.010 -40.248 2.505
H -32.624 -38.769 3.570
H -34.324 -39.154 3.251
H -32.537 -40.531 4.880
C -36.128 -38.473 5.855
O -34.803 -38.391 6.214
H -36.680 -37.776 6.428
H -36.461 -39.521 6.009
H -36.358 -38.214 4.812
H -34.401 -38.961 5.636
C -33.086 -43.774 5.491
O -32.144 -44.842 5.506
H -34.107 -44.258 5.865
H -33.391 -43.426 4.449
H -32.989 -42.854 6.018
H -31.602 -44.608 4.747
C -32.538 -39.778 -0.882
O -33.730 -40.442 -1.229
H -31.687 -40.225 -1.419
H -32.195 -40.035 0.018
H -32.706 -38.874 -0.724
H -34.447 -39.960 -1.710
C -31.968 -36.117 5.001
O -31.792 -35.218 3.952
H -31.110 -36.480 5.294
H -32.507 -37.016 4.676
H -32.619 -35.746 5.927
H -32.631 -34.653 3.996
C -30.330 -41.425 6.200
O -30.853 -41.225 4.921
H -31.218 -41.604 7.001
H -29.559 -40.773 6.179
H -29.819 -42.281 6.082
H -29.940 -40.931 4.627
C -34.130 -43.110 1.201
O -33.237 -42.984 0.158
H -35.066 -43.642 0.807
H -34.420 -42.326 1.897
H -33.761 -43.932 1.805
H -33.338 -42.254 -0.310
*
```

Entry Q
C8H32O8 | wB97M-V/def2-TZVPD

Properties
gap between HOMO and LUMO	10.4779	eV
SMILES string	CO.CO.CO.CO.CO.CO.CO.CO

Geometry as ORCA input:
```
! wB97M-V def2-TZVPD RIJCOSX def2/J DEFGRID3
* xyz 0 1
C 3.557 2.589 -0.010
O 3.944 3.473 -1.032
H 3.057 3.119 0.801
H 2.893 1.766 -0.273
H 4.498 2.329 0.474
H 4.240 2.964 -1.790
C 0.770 2.302 -2.874
O 1.812 2.897 -3.657
H -0.133 1.991 -3.400
H 1.219 1.467 -2.336
H 0.477 2.866 -1.988
H 1.464 3.676 -4.099
C -2.346 1.204 2.000
O -3.651 1.842 1.977
H -1.548 1.859 2.350
H -2.316 0.307 2.619
H -2.113 0.945 0.967
H -3.783 2.240 2.841
C 1.148 2.275 3.124
O 1.229 0.986 2.474
H 0.631 2.996 2.491
H 0.454 2.152 3.956
H 2.107 2.708 3.409
H 1.530 0.349 3.126
C -3.047 0.457 -2.777
O -3.473 1.689 -2.291
H -2.843 0.607 -3.837
H -2.170 0.031 -2.291
H -3.905 -0.214 -2.813
H -4.154 1.453 -1.656
C -1.280 -3.729 -2.065
O -2.035 -3.167 -3.157
H -1.726 -3.432 -1.116
H -1.387 -4.807 -2.182
H -0.247 -3.387 -1.998
H -2.795 -3.745 -3.252
C 0.452 -1.278 -0.234
O 0.240 -1.149 1.064
H -0.491 -1.286 -0.781
H 1.013 -0.428 -0.620
H 0.974 -2.192 -0.520
H 0.504 -0.277 1.365
C 0.910 -4.170 3.122
O 1.948 -5.065 3.138
H 0.882 -3.584 2.204
H 0.053 -4.801 3.357
H 1.210 -3.508 3.934
H 2.228 -5.318 2.255
*
```

Preferred: entry Q; penalty for the next structure: 718.5 kJ/mol.

Entry P
C4H11PS | wB97M-V/def2-TZVPD

Properties
gap between HOMO and LUMO	8.9242	eV
SMILES string	CCS[C@@H](C)P

Geometry as ORCA input:
```
! wB97M-V def2-TZVPD RIJCOSX def2/J DEFGRID3
* xyz 0 1
C -2.464 -0.034 -0.611
C -1.784 -0.800 0.462
S -0.304 -0.097 1.180
C 1.337 0.114 -0.317
C 1.641 1.519 -0.275
P 2.562 -1.110 0.176
H -3.515 -0.389 -0.696
H -2.480 0.963 -0.253
H -1.860 -0.104 -1.595
H -1.695 -1.855 0.105
H -2.390 -0.871 1.350
H 0.901 -0.420 -1.202
H 2.057 1.812 -1.183
H 2.342 1.531 0.574
H 0.739 2.129 0.115
H 1.727 -1.850 0.836
H 3.185 -0.538 1.335
*
```

Entry Q
C4H11PS | wB97M-V/def2-TZVPD

Properties
gap between HOMO and LUMO (spin up / spin down)	8.2816 / 6.2086	eV

Geometry as ORCA input:
```
! wB97M-V def2-TZVPD RIJCOSX def2/J DEFGRID3
* xyz 0 1
C -2.251 1.589 0.201
C -1.801 -1.178 -0.478
C 2.933 -0.605 1.247
C 1.549 0.366 -1.065
P -1.275 0.035 0.750
S 2.703 -0.673 -0.577
H -2.027 1.728 -0.934
H -1.779 2.442 0.735
H -3.313 1.530 0.453
H -2.848 -1.357 -0.468
H -1.167 -2.098 -0.337
H -1.723 -0.991 -1.567
H 2.100 -0.005 1.574
H 3.897 0.011 1.389
H 2.935 -1.650 1.516
H 0.730 0.630 -0.376
H 1.337 0.226 -2.063
*
```

Preferred: entry P; penalty for the next structure: 121.5 kJ/mol.